# 1
{"formula": "C31H39CuF10N6OSSi", "method": "ωB97M-V with the def2-TZVPD basis set", "species": ["Cu", "C", "N", "C", "C", "N", "C", "C", "F", "C", "F", "C", "F", "C", "F", "C", "F", "C", "C", "N", "C", "C", "F", "C", "F", "C", "F", "C", "F", "C", "F", "H", "H", "H", "H", "H", "H", "H", "H", "H", "H", "H", "C", "Si", "C", "C", "N", "C", "C", "C", "C", "C", "C", "H", "H", "H", "H", "H", "H", "H", "H", "H", "H", "H", "H", "H", "H", "C", "N", "C", "C", "S", "N", "C", "C", "H", "H", "H", "H", "H", "H", "H", "H", "H", "H", "H", "H", "O", "H", "H"], "coordinates": [[0.517, -0.251, 0.790], [-0.726, 2.393, 1.028], [-0.700, 1.195, 1.897], [-0.041, 1.419, 3.195], [1.354, 0.778, 3.243], [1.290, -0.518, 2.556], [2.103, -1.464, 3.016], [2.370, -2.671, 2.371], [1.568, -2.976, 1.320], [3.540, -3.379, 2.540], [3.956, -4.325, 1.650], [4.439, -3.095, 3.595], [5.484, -3.923, 3.841], [3.927, -2.209, 4.529], [4.704, -1.915, 5.634], [2.746, -1.521, 4.345], [2.158, -0.899, 5.424], [-2.102, 0.755, 2.165], [-2.246, -0.686, 2.509], [-2.280, -1.576, 1.348], [-2.474, -2.911, 1.421], [-2.180, -3.694, 2.625], [-1.503, -3.136, 3.656], [-2.276, -5.059, 2.646], [-1.618, -5.719, 3.605], [-2.896, -5.739, 1.588], [-2.867, -7.127, 1.468], [-3.295, -5.033, 0.479], [-3.831, -5.703, -0.530], [-3.080, -3.665, 0.347], [-3.181, -3.030, -0.836], [-1.501, 3.094, 1.370], [0.192, 2.947, 1.169], [-0.797, 2.165, -0.009], [0.084, 2.466, 3.422], [-0.648, 1.010, 4.048], [2.018, 1.516, 2.726], [1.595, 0.713, 4.319], [-2.514, 1.399, 2.960], [-2.623, 1.048, 1.199], [-1.419, -0.997, 3.208], [-3.199, -0.772, 3.022], [0.674, -3.251, -1.216], [1.925, -1.948, -1.711], [3.580, -2.920, -1.817], [1.337, -1.437, -3.509], [2.072, -0.600, -0.607], [2.872, 0.494, -0.817], [2.357, 1.691, -1.470], [3.045, 2.918, -1.421], [4.334, 2.922, -0.870], [4.759, 1.816, -0.137], [4.179, 0.572, -0.183], [0.141, -3.589, -2.121], [-0.060, -2.938, -0.481], [1.158, -4.140, -0.770], [3.350, -4.030, -1.963], [4.111, -2.829, -0.866], [4.242, -2.631, -2.661], [2.045, -0.722, -3.946], [0.329, -0.964, -3.425], [1.278, -2.384, -4.080], [1.412, 1.625, -2.086], [2.600, 3.827, -1.778], [4.945, 3.846, -0.719], [5.656, 1.936, 0.504], [4.681, -0.258, 0.165], [-2.025, 5.382, -2.277], [-2.447, 4.780, -3.587], [-1.988, 5.439, -4.809], [-2.439, 3.372, -3.629], [-1.440, 2.405, -4.603], [-3.380, 2.810, -2.804], [-3.264, 1.440, -2.294], [-4.682, 3.407, -2.470], [-2.129, 6.466, -2.270], [-0.980, 5.090, -2.066], [-2.654, 4.950, -1.500], [-0.898, 5.591, -4.909], [-2.404, 6.465, -4.807], [-2.350, 4.817, -5.607], [-3.807, 0.740, -3.032], [-3.869, 1.457, -1.399], [-2.253, 1.104, -2.237], [-4.791, 4.380, -2.904], [-4.808, 3.483, -1.379], [-5.473, 2.718, -2.884], [-0.797, -0.247, -0.641], [-1.808, -1.107, 0.461], [-0.384, -0.855, -1.266]], "lowdin_charge": [0.590, -0.067, -0.242, -0.191, -0.190, -0.030, -0.176, -0.156, 0.051, -0.128, 0.078, -0.155, 0.075, -0.145, 0.054, -0.113, 0.033, -0.184, -0.191, 0.033, -0.115, -0.120, 0.075, -0.162, 0.114, -0.108, 0.055, -0.180, 0.120, -0.130, 0.094, 0.091, 0.085, 0.061, 0.110, 0.131, 0.128, 0.111, 0.124, 0.136, 0.119, 0.122, -0.190, 0.425, -0.182, -0.181, -0.146, -0.360, -0.043, -0.121, -0.144, -0.147, -0.032, 0.040, -0.003, 0.034, 0.038, 0.002, 0.019, 0.014, 0.021, 0.019, 0.113, 0.079, 0.094, 0.100, 0.072, -0.036, -0.238, -0.125, -0.799, 0.617, -0.229, -0.083, -0.064, 0.080, 0.092, 0.066, 0.082, 0.083, 0.051, 0.115, 0.069, 0.031, 0.070, 0.084, 0.104, -0.349, 0.116, -0.062], "e_homo_ev": [-4.71, -4.88], "spin_multiplicity": 2, "charge": -1, "relative_energy_kj_mol": 0.0, "e_lumo_ev": [2.08, 2.06], "max_force_ev_per_a": 4.176}

---

# 2
{"formula": "C31H39F32O5S", "method": "ωB97M-V with the def2-TZVPD basis set", "species": ["C", "C", "S", "C", "C", "O", "C", "C", "C", "C", "C", "C", "C", "H", "H", "H", "H", "H", "H", "H", "H", "H", "H", "H", "H", "H", "H", "H", "H", "H", "H", "H", "H", "H", "H", "H", "C", "C", "C", "F", "F", "F", "F", "O", "C", "C", "F", "F", "F", "F", "H", "H", "H", "H", "C", "C", "C", "F", "F", "F", "F", "O", "C", "C", "F", "F", "F", "F", "H", "H", "H", "H", "C", "C", "C", "F", "F", "F", "F", "O", "C", "C", "F", "F", "F", "F", "H", "H", "H", "H", "C", "C", "C", "F", "F", "F", "F", "O", "C", "C", "F", "F", "F", "F", "H", "H", "H", "H"], "coordinates": [[0.546, 2.061, 2.618], [0.388, 0.909, 3.613], [-1.188, 0.040, 3.375], [-0.744, -1.678, 2.841], [-1.521, -2.152, 1.653], [-0.629, -2.234, 0.476], [-0.697, -1.101, -0.336], [0.644, -0.834, -1.034], [0.412, 0.392, -1.953], [1.703, -0.526, 0.043], [2.596, -1.697, 0.461], [3.183, -2.457, -0.731], [3.744, -1.161, 1.357], [1.590, 2.373, 2.514], [0.211, 1.768, 1.624], [-0.044, 2.931, 2.914], [0.465, 1.320, 4.621], [1.218, 0.216, 3.478], [-0.993, -2.341, 3.666], [0.336, -1.763, 2.667], [-1.840, -3.181, 1.845], [-1.485, -1.177, -1.107], [-0.940, -0.219, 0.265], [0.934, -1.696, -1.631], [1.175, 1.158, -1.819], [0.379, 0.114, -3.006], [-0.536, 0.864, -1.694], [2.355, 0.307, -0.232], [1.162, -0.218, 0.941], [2.041, -2.408, 1.070], [3.507, -1.791, -1.531], [2.487, -3.205, -1.107], [4.064, -3.012, -0.396], [3.503, -0.150, 1.693], [3.865, -1.756, 2.262], [4.685, -1.097, 0.812], [-1.778, -6.058, 5.962], [-0.814, -4.891, 5.696], [0.288, -5.103, 4.652], [1.110, -6.118, 5.022], [1.026, -3.981, 4.568], [-0.273, -4.471, 6.864], [-1.593, -3.898, 5.202], [-1.535, -6.886, 7.092], [-0.713, -7.974, 7.040], [0.484, -7.825, 7.986], [1.214, -6.741, 7.675], [1.272, -8.924, 7.867], [-0.321, -8.275, 5.788], [-1.422, -9.036, 7.506], [-2.725, -5.577, 6.197], [-1.943, -6.650, 5.062], [-0.147, -5.323, 3.673], [0.133, -7.742, 9.017], [-3.787, 1.245, -5.724], [-3.015, 1.333, -4.401], [-3.114, 2.626, -3.589], [-2.623, 3.679, -4.283], [-2.385, 2.459, -2.472], [-1.720, 1.023, -4.609], [-3.556, 0.371, -3.602], [-3.073, 1.481, -6.925], [-2.925, 2.729, -7.462], [-1.457, 3.161, -7.542], [-0.896, 3.200, -6.320], [-1.408, 4.409, -8.075], [-3.684, 3.654, -6.841], [-3.357, 2.652, -8.749], [-4.071, 0.197, -5.799], [-4.712, 1.820, -5.689], [-4.152, 2.832, -3.312], [-0.902, 2.462, -8.170], [-0.239, -1.610, -7.894], [0.473, -0.264, -7.692], [1.996, -0.220, -7.847], [2.608, -1.003, -6.941], [2.405, 1.056, -7.659], [0.106, 0.270, -6.519], [0.007, 0.570, -8.684], [-0.595, -2.336, -6.733], [0.268, -3.210, -6.117], [0.606, -2.772, -4.685], [1.171, -1.553, -4.688], [1.488, -3.659, -4.171], [1.379, -3.425, -6.851], [-0.380, -4.394, -6.013], [-1.199, -1.347, -8.337], [0.282, -2.234, -8.621], [2.286, -0.537, -8.854], [-0.297, -2.753, -4.072], [1.129, 6.639, 3.367], [1.813, 5.987, 4.578], [0.958, 5.091, 5.473], [-0.052, 5.783, 6.047], [1.733, 4.594, 6.466], [2.435, 6.933, 5.321], [2.775, 5.169, 4.067], [0.701, 7.985, 3.494], [-0.528, 8.318, 3.996], [-0.406, 9.153, 5.276], [0.269, 8.482, 6.227], [-1.650, 9.423, 5.741], [-1.322, 7.248, 4.176], [-1.129, 9.123, 3.085], [1.906, 6.687, 2.608], [0.340, 6.002, 2.966], [0.547, 4.258, 4.896], [0.112, 10.090, 5.059]], "lowdin_charge": [-0.203, -0.583, 0.789, -0.565, -0.317, -0.240, -0.274, -0.316, -0.055, -0.154, -0.408, -0.087, -0.077, 0.061, 0.044, 0.043, 0.042, 0.053, 0.012, 0.056, 0.010, 0.113, 0.099, 0.106, 0.068, 0.048, 0.057, 0.110, 0.092, 0.117, 0.083, 0.068, 0.067, 0.060, 0.068, 0.065, -0.032, -0.443, -0.298, 0.082, 0.106, 0.130, 0.107, 0.047, -0.548, -0.289, 0.107, 0.090, 0.151, 0.129, 0.148, 0.148, 0.178, 0.173, -0.037, -0.445, -0.304, 0.091, 0.108, 0.131, 0.107, 0.044, -0.537, -0.286, 0.109, 0.092, 0.149, 0.132, 0.148, 0.146, 0.173, 0.150, -0.041, -0.431, -0.307, 0.105, 0.099, 0.142, 0.076, 0.050, -0.533, -0.285, 0.099, 0.101, 0.145, 0.142, 0.148, 0.146, 0.172, 0.181, -0.035, -0.441, -0.298, 0.094, 0.098, 0.127, 0.106, 0.048, -0.547, -0.288, 0.103, 0.094, 0.157, 0.136, 0.149, 0.148, 0.161, 0.173], "e_homo_ev": -1.83, "charge": -1, "e_lumo_ev": 1.81, "max_force_ev_per_a": 1.116}